Density functional theory data (ωB97M-V with the def2-TZVPD basis set) for a structure of composition C33H35As2CaN4 at a distorted geometry.

The value obtained for the HOMO energy (alpha / beta) is -9.57 / -9.84 eV. As for the HOMO-LUMO gap (alpha / beta): 5.457 / 6.035 eV. The value obtained for the energy relative to the best compared isomer or geometry (same formula, charge and spin) is 0.0 kcal/mol.

Structure (ORCA input):
```
! RIJCOSX wB97M-V def2-TZVPD def2/J DEFGRID3
* xyz 1 1
Ca -1.15 0.79 -0.60
C -4.66 0.61 0.08
C -4.11 1.70 -0.63
C -3.40 1.56 -1.83
C -3.24 0.26 -2.32
C -3.76 -0.86 -1.64
C -4.38 -0.71 -0.41
H -5.22 0.74 0.98
H -4.27 2.71 -0.22
H -3.13 2.44 -2.42
H -2.69 0.09 -3.24
H -3.74 -1.86 -2.11
H -4.67 -1.57 0.24
C 0.18 -4.42 -3.18
C -1.03 -3.72 -3.29
C -1.13 -2.37 -2.95
C 0.05 -1.69 -2.47
C 1.24 -2.45 -2.29
C 1.33 -3.79 -2.72
N 0.07 -0.32 -2.33
C 0.91 0.46 -3.05
C 1.81 0.03 -4.05
C 2.68 0.90 -4.73
C 2.63 2.30 -4.48
C 1.64 2.76 -3.63
C 0.88 1.91 -2.83
N -0.02 2.40 -1.88
N -0.03 3.70 -1.65
C -0.56 4.00 -0.46
C -0.72 5.39 -0.14
C -0.80 5.65 1.22
C -0.96 4.60 2.16
C -1.11 3.31 1.70
N -0.96 3.03 0.36
H 0.20 -5.46 -3.45
H -1.89 -4.27 -3.69
H -2.04 -1.74 -3.12
H 2.10 -1.91 -1.89
H 2.29 -4.32 -2.64
H 1.88 -1.02 -4.28
H 3.37 0.57 -5.52
H 3.29 3.01 -4.92
H 1.41 3.79 -3.47
H -0.49 6.12 -0.93
H -0.85 6.68 1.61
H -1.03 4.83 3.25
H -1.25 2.48 2.36
C -1.93 -1.01 3.24
As -0.60 -1.94 2.11
C -1.32 -3.83 2.31
C 0.99 -1.95 3.31
C 1.15 -2.76 4.44
C 2.28 -2.57 5.24
C 3.33 -1.79 4.85
C 3.16 -1.02 3.71
C 2.00 -1.05 2.96
As 1.68 0.06 1.38
C 2.45 1.62 2.31
C 3.33 -0.54 0.43
H -2.01 -1.33 4.30
H -2.88 -1.07 2.78
H -1.70 0.07 3.32
H -2.27 -3.91 2.80
H -0.59 -4.29 2.94
H -1.30 -4.26 1.29
H 0.37 -3.47 4.74
H 2.27 -2.99 6.24
H 4.26 -1.79 5.41
H 3.97 -0.39 3.34
H 3.52 1.48 2.41
H 2.00 1.81 3.29
H 2.26 2.52 1.70
H 4.26 -0.21 0.89
H 3.28 -0.09 -0.57
H 3.38 -1.64 0.34
*
```

***

Density functional theory data (ωB97M-V with the def2-TZVPD basis set) for a structure of composition C28H37As3NO5RhS at a distorted geometry.

The value obtained for the HOMO energy is -8.17 eV. As for the HOMO-LUMO gap: 7.488 eV. The value obtained for the energy relative to the best compared isomer or geometry (same formula, charge and spin) is 28.6 kcal/mol.

Structure (ORCA input):
```
! RIJCOSX wB97M-V def2-TZVPD def2/J DEFGRID3
* xyz 0 1
Rh -0.53 -0.87 0.76
O -3.26 0.48 3.85
C -2.67 -0.18 3.01
O -1.82 0.30 2.15
C -2.93 -1.65 2.89
C -3.91 -2.33 3.59
C -4.13 -3.66 3.26
C -3.42 -4.25 2.23
C -2.46 -3.49 1.59
N -2.19 -2.25 1.96
C -1.70 -3.92 0.36
O -1.79 -5.07 -0.04
O -1.01 -2.98 -0.18
H -4.49 -1.80 4.33
H -4.89 -4.23 3.79
H -3.60 -5.26 1.90
C 1.06 -2.09 -2.14
As 1.30 -1.88 -0.25
C 1.77 -3.64 0.39
C 3.02 -0.96 -0.21
C 3.39 -0.15 1.05
C 3.18 -1.01 2.30
C 2.52 1.12 1.05
As 0.65 0.94 1.51
C 0.69 1.22 3.42
C -0.10 2.57 0.82
C 4.87 0.24 0.90
As 5.98 1.17 2.27
C 6.34 -0.33 3.47
C 4.73 2.13 3.43
H 1.96 -2.55 -2.57
H 0.89 -1.11 -2.59
H 0.19 -2.72 -2.29
H 2.69 -3.93 -0.11
H 0.96 -4.32 0.13
H 1.93 -3.64 1.47
H 3.01 -0.29 -1.08
H 3.76 -1.73 -0.41
H 2.15 -1.37 2.41
H 3.42 -0.45 3.21
H 3.83 -1.89 2.28
H 2.55 1.58 0.06
H 2.90 1.86 1.76
H 1.21 2.16 3.58
H 1.22 0.41 3.92
H -0.34 1.27 3.78
H 0.51 3.41 1.15
H -1.11 2.65 1.21
H -0.12 2.51 -0.26
H 4.97 0.86 0.01
H 5.46 -0.66 0.70
H 6.81 -1.14 2.91
H 5.45 -0.71 3.98
H 7.05 0.01 4.23
H 4.36 3.03 2.93
H 5.32 2.46 4.29
H 3.90 1.54 3.80
C -5.88 4.60 -7.34
C -5.01 4.01 -6.26
O -4.80 4.56 -5.21
S -4.35 2.41 -6.72
C -3.52 1.89 -5.25
C -2.56 2.68 -4.63
C -1.92 2.22 -3.48
C -2.22 0.96 -2.96
C -3.17 0.17 -3.60
C -3.82 0.64 -4.73
C -1.56 0.49 -1.77
C -0.94 0.05 -0.84
H -5.65 5.66 -7.43
H -6.92 4.50 -7.02
H -5.76 4.10 -8.30
H -2.31 3.65 -5.03
H -1.18 2.84 -2.99
H -3.39 -0.81 -3.21
H -4.57 0.02 -5.22
*
```

***

Density functional theory data (ωB97M-V with the def2-TZVPD basis set) for a cluster of 2 separate species, C9H14N3OS in total at a distorted geometry.

The value obtained for the HOMO energy (alpha / beta) is -11.67 / -11.71 eV. As for the HOMO-LUMO gap (alpha / beta): 6.434 / 7.131 eV. The value obtained for the energy relative to the best compared isomer or geometry (same formula, charge and spin) is 108.8 kcal/mol.

Structure (ORCA input):
```
! RIJCOSX wB97M-V def2-TZVPD def2/J DEFGRID3
* xyz 1 1
C 1.93 -0.63 -0.19
C 2.77 0.18 0.58
C 0.68 -0.16 0.02
C -2.58 -1.64 -0.80
C -1.20 -1.32 -0.89
C -3.60 0.72 -0.38
C 4.22 -0.10 0.62
C -0.27 -2.03 -1.85
C -2.58 1.45 -0.68
N 2.18 1.23 1.08
N -0.62 -0.46 -0.07
N -1.41 2.07 1.93
O 0.83 1.01 0.75
S -3.72 -0.87 0.19
H 2.24 -1.44 -0.77
H -2.96 -2.60 -1.33
H 4.74 0.44 -0.29
H 4.79 0.37 1.54
H 4.44 -1.20 0.69
H 0.51 -1.42 -2.27
H -0.86 -2.46 -2.78
H -0.03 -3.01 -1.43
H -2.08 1.75 1.23
H -2.80 2.44 -1.19
H -1.56 0.90 -0.35
H -0.41 1.96 1.66
H -1.22 1.74 2.87
H -1.45 3.08 2.09
*
```

***

Density functional theory data (ωB97M-V with the def2-TZVPD basis set) for a structure of composition C6H8KLiO6 at a distorted geometry.

The value obtained for the HOMO energy is -6.94 eV. As for the HOMO-LUMO gap: 6.127 eV. The value obtained for the energy relative to the best compared isomer or geometry (same formula, charge and spin) is 138.5 kcal/mol.

Structure (ORCA input):
```
! RIJCOSX wB97M-V def2-TZVPD def2/J DEFGRID3
* xyz 0 1
O -0.40 2.45 1.31
C 2.19 -0.74 0.70
C 0.43 1.54 1.05
O 2.94 -0.47 -0.25
O 2.30 0.14 1.72
C 1.14 0.82 2.18
H 1.01 1.62 0.11
H -0.28 -1.73 0.89
H 0.45 0.08 2.60
H 1.47 1.56 2.92
K -2.63 3.33 -0.14
Li 3.53 -2.23 -0.36
O -0.89 -0.16 -2.23
C -1.82 0.74 -1.84
C -0.87 -1.45 -1.63
O -1.64 1.91 -2.25
O -2.65 0.47 -0.93
C -0.58 -1.48 -0.14
H -0.14 -2.04 -2.20
H -1.86 -1.91 -1.80
H -1.34 -2.25 0.13
H -0.35 -0.19 0.15
*
```

***

Density functional theory data (ωB97M-V with the def2-TZVPD basis set) for a structure of composition C31H32GeN2O2PtS2 at a distorted geometry.

The value obtained for the HOMO energy (alpha / beta) is -0.51 / -1.35 eV. The expectation value of S² is 2.010. As for the HOMO-LUMO gap (alpha / beta): 4.850 / 5.695 eV.

Structure (ORCA input):
```
! RIJCOSX wB97M-V def2-TZVPD def2/J DEFGRID3
* xyz -2 3
Pt 0.05 -0.21 0.02
O 0.29 -1.64 4.16
C 0.49 -1.04 3.10
O -0.43 -0.65 2.30
C 1.94 -0.70 2.77
C 2.69 -0.11 3.78
C 4.02 0.22 3.62
C 4.64 -0.05 2.41
C 3.92 -0.65 1.39
C 2.57 -0.98 1.54
S 1.77 -1.84 0.22
H 2.19 0.10 4.72
H 4.58 0.69 4.43
H 5.69 0.20 2.26
H 4.40 -0.88 0.44
C -3.53 0.07 1.82
C -3.52 -1.29 1.13
N -2.66 -1.35 -0.04
C -3.07 -1.41 -1.30
S -2.04 -1.75 -2.57
N -4.44 -1.18 -1.55
C -4.80 0.24 -1.58
C -6.19 0.42 -2.16
H -4.05 -0.01 2.78
H -4.02 0.84 1.22
H -2.50 0.37 2.01
H -4.53 -1.59 0.83
H -3.13 -2.02 1.84
H -1.60 -1.11 0.11
H -4.63 -1.58 -2.46
H -4.07 0.81 -2.18
H -4.76 0.63 -0.56
H -6.23 0.03 -3.18
H -6.46 1.48 -2.18
H -6.93 -0.12 -1.55
C -0.76 1.41 -0.80
Ge 0.30 2.98 -0.70
C -0.78 4.63 -1.08
C -0.24 5.92 -1.11
C -1.05 7.03 -1.27
C -2.42 6.89 -1.40
C -2.98 5.62 -1.36
C -2.16 4.51 -1.20
C 1.95 3.19 -1.82
C 3.08 2.45 -1.50
C 4.21 2.49 -2.30
C 4.21 3.24 -3.47
C 3.07 3.94 -3.83
C 1.96 3.92 -3.01
C 0.90 3.30 1.16
C -0.02 3.06 2.18
C 0.27 3.37 3.50
C 1.51 3.91 3.82
C 2.45 4.12 2.83
C 2.14 3.83 1.50
H -1.35 1.30 -1.71
H 0.84 6.04 -1.01
H -0.61 8.03 -1.29
H -3.05 7.76 -1.53
H -4.05 5.50 -1.46
H -2.59 3.51 -1.16
H 3.08 1.82 -0.61
H 5.10 1.92 -2.03
H 5.10 3.27 -4.10
H 3.06 4.51 -4.75
H 1.07 4.48 -3.29
H -0.97 2.60 1.93
H -0.46 3.18 4.27
H 1.75 4.13 4.85
H 3.43 4.50 3.08
H 2.88 4.02 0.73
*
```

***

Density functional theory data (ωB97M-V with the def2-TZVPD basis set) for a cluster of 2 separate species, C9H19N3 in total at a distorted geometry.

The value obtained for the HOMO energy (alpha / beta) is -17.81 / -16.13 eV. As for the HOMO-LUMO gap (alpha / beta): 9.707 / 5.012 eV. The value obtained for the energy relative to the best compared isomer or geometry (same formula, charge and spin) is 68.0 kcal/mol.

Structure (ORCA input):
```
! RIJCOSX wB97M-V def2-TZVPD def2/J DEFGRID3
* xyz 2 1
C 0.84 -1.87 2.14
C 0.97 -1.67 0.77
C -0.38 -0.19 1.49
C -0.34 0.44 4.61
C 0.75 -0.54 -3.17
C -0.49 1.43 -3.74
C 0.84 1.59 -1.77
C -0.63 -0.82 3.85
C -1.00 0.02 -1.75
N -0.03 -0.92 2.54
N 0.18 -0.68 0.42
N 0.01 0.63 -2.58
H 1.12 -2.79 2.85
H 1.75 -2.08 0.22
H -1.20 0.45 1.39
H -1.19 0.54 5.34
H -0.43 1.23 3.96
H 0.56 0.49 5.19
H 1.17 -1.18 -2.35
H 0.16 -1.21 -3.77
H 1.54 -0.18 -3.70
H -1.12 2.28 -3.50
H 0.35 1.55 -4.35
H -1.16 0.80 -4.28
H 1.56 1.13 -1.19
H 1.18 2.31 -2.41
H 0.17 2.00 -1.04
H -1.69 -0.73 3.64
H -0.46 -1.79 4.46
H -1.69 0.65 -1.16
H -1.36 -0.89 -2.09
*
```